No. 1
The following is a quantum chemistry calculation of C2H4F3FeNO4S as an isolated structure at a distorted geometry, from OMol25.

Values from the calculation:
total charge = 0
HOMO-LUMO gap (alpha / beta) = 7.11 / 6.67 eV
DFT total energy = -2395.59344 Eh
highest occupied orbital energy (alpha / beta) = -8.84 / -8.91 eV
2S+1 = 5
LUMO energy (alpha / beta) = -1.74 / -2.24 eV

Last column: natural (NBO) charge in e.
Geometry (Å):
1 O 2.087118 0.023442 -0.764721  -0.9613
2 C 2.809088 0.997003 -1.462796  -0.2446
3 Fe 0.900926 -1.252887 -1.250812  1.4799
4 H 2.150284 1.824114 -1.779637  0.1726
5 H 3.602594 1.427141 -0.828831  0.1800
6 H 3.277297 0.577603 -2.368686  0.1586
7 O 0.482351 -0.445563 1.042167  -0.6691
8 H 1.632249 -0.140547 0.833687  0.5629
9 N -0.284057 -1.351089 0.272156  -0.8266
10 S -1.861527 -1.145763 0.304101  2.1401
11 O -2.509993 -0.866694 -0.980946  -0.9285
12 O -2.458664 -2.238706 1.077501  -0.9087
13 C -2.367291 0.366555 1.298770  0.7533
14 F -2.617504 0.030821 2.553857  -0.2972
15 F -3.454888 0.924870 0.782835  -0.2972
16 F -1.387983 1.269698 1.271353  -0.3142

Force components x, y, z for each atom (eV/Å):
O 0.97 0.11 -0.37
C 0.42 0.56 -0.47
Fe -0.79 0.00 0.44
H 0.17 -0.23 0.13
H -0.25 -0.22 -0.20
H 0.01 0.16 0.24
O 2.84 1.73 2.74
H -4.66 -1.84 -1.09
N 2.24 -0.11 -1.85
S -4.44 -1.39 0.70
O 1.72 -0.41 0.58
O 0.97 1.23 -1.03
C 0.90 0.39 0.21
F 0.05 -0.04 0.00
F 0.03 -0.37 -0.10
F -0.18 0.44 0.05

No. 2
The following is a quantum chemistry calculation of one molecule with the formula C25H38N6O4, from OMol25.

Values from the calculation:
structure (SMILES) = COc1ccccc1N1CCN(CC(=O)N(CC(C)C)c2c(N)n(CC(C)C)c(=O)[nH]c2=O)CC1
total charge = 0
HOMO-LUMO gap = 8.10 eV
DFT total energy = -1605.00095 Eh
highest occupied orbital energy = -7.67 eV
ΔE to the lowest compared entry with this formula, charge and spin = 4.4 kcal/mol
2S+1 = 1
LUMO energy = 0.43 eV

Last column: natural (NBO) charge in e.
Geometry (Å):
1 C 5.464480 2.752097 -1.161144  -0.2490
2 O 4.641757 1.692593 -0.744608  -0.5206
3 C 5.216262 0.600033 -0.137844  0.2403
4 C 6.580740 0.501272 0.090932  -0.2769
5 C 7.125525 -0.594471 0.739688  -0.2253
6 C 6.299085 -1.617884 1.158113  -0.2247
7 C 4.941453 -1.540134 0.916958  -0.2404
8 C 4.359439 -0.443169 0.278870  0.1947
9 N 2.983696 -0.481366 0.063887  -0.4717
10 C 2.312936 0.260426 -0.974453  -0.2004
11 C 1.633891 1.529755 -0.453238  -0.2467
12 N 0.723526 1.190039 0.629746  -0.4565
13 C -0.012284 2.360922 1.082835  -0.3268
14 C -1.144553 2.703592 0.123691  0.7033
15 O -1.214407 3.773756 -0.446964  -0.6214
16 N -2.050951 1.712496 -0.073288  -0.4711
17 C -3.221504 1.961238 -0.900956  -0.2187
18 C -4.517498 2.091581 -0.089998  -0.2210
19 C -5.684814 2.298846 -1.051910  -0.6005
20 C -4.419956 3.241984 0.906198  -0.6216
21 C -1.965249 0.446499 0.562339  -0.0912
22 C -1.546914 -0.637264 -0.174185  0.4817
23 N -1.235312 -0.482212 -1.492631  -0.7963
24 N -1.485665 -1.891312 0.374253  -0.4444
25 C -1.148873 -3.062118 -0.418953  -0.2326
26 C -2.265509 -3.471775 -1.390998  -0.2297
27 C -3.559836 -3.740305 -0.628354  -0.6109
28 C -1.821508 -4.714703 -2.157770  -0.6034
29 C -1.782012 -2.113723 1.715154  0.8010
30 O -1.700700 -3.208116 2.223399  -0.6260
31 N -2.155989 -1.005500 2.414270  -0.6361
32 C -2.275579 0.311112 1.956525  0.6337
33 O -2.588500 1.190418 2.734006  -0.6278
34 C 1.462968 0.543518 1.698874  -0.2364
35 C 2.094394 -0.749851 1.171374  -0.2007
36 H 6.188108 2.430790 -1.917598  0.1772
37 H 5.995781 3.208724 -0.319550  0.1786
38 H 4.790327 3.487165 -1.599913  0.2010
39 H 7.238847 1.296380 -0.221697  0.2167
40 H 8.189884 -0.637677 0.911515  0.2130
41 H 6.706969 -2.482692 1.658844  0.2133
42 H 4.304379 -2.358357 1.216931  0.2108
43 H 3.015899 0.508963 -1.765727  0.2291
44 H 1.542119 -0.404133 -1.389940  0.1673
45 H 1.063465 2.006169 -1.254531  0.2009
46 H 2.408077 2.236714 -0.116251  0.1869
47 H -0.451986 2.159291 2.061425  0.2400
48 H 0.632166 3.249532 1.170840  0.2014
49 H -3.325216 1.144939 -1.624112  0.1899
50 H -3.030222 2.895994 -1.433299  0.2375
51 H -4.676769 1.159468 0.464782  0.1936
52 H -5.756918 1.476514 -1.761231  0.2011
53 H -5.553482 3.224098 -1.608359  0.2032
54 H -6.620541 2.359798 -0.502187  0.2117
55 H -5.375344 3.392592 1.403120  0.2054
56 H -3.673730 3.021871 1.664667  0.2389
57 H -4.140194 4.161679 0.397930  0.2060
58 H -0.654004 -1.178877 -1.927710  0.3977
59 H -1.025127 0.471772 -1.746478  0.4176
60 H -0.991306 -3.869948 0.300605  0.2628
61 H -0.206852 -2.894960 -0.952060  0.1924
62 H -2.445138 -2.660221 -2.104042  0.2019
63 H -4.329854 -4.097282 -1.307574  0.2147
64 H -3.923509 -2.833773 -0.149429  0.2093
65 H -3.398258 -4.491569 0.140821  0.2163
66 H -2.585126 -5.009039 -2.872698  0.2170
67 H -1.657097 -5.542116 -1.471857  0.2080
68 H -0.897493 -4.529767 -2.701675  0.2048
69 H -2.363098 -1.155099 3.395760  0.4326
70 H 0.770513 0.305667 2.510220  0.2048
71 H 2.260075 1.195729 2.097067  0.1720
72 H 2.636961 -1.237037 1.979892  0.2167
73 H 1.295183 -1.419542 0.829702  0.1820

Force components x, y, z for each atom (eV/Å):
C 0.15 0.20 -0.07
O -0.09 -0.49 0.25
C -0.12 0.05 -0.01
C 0.05 0.13 -0.06
C 0.02 -0.03 0.01
C 0.08 0.00 0.08
C 0.07 0.14 -0.03
C 0.33 -0.09 -0.10
N -0.21 0.14 -0.01
C -0.04 0.27 -0.26
C 0.08 -0.19 -0.17
N 0.27 0.21 0.00
C 0.11 0.08 0.04
C 0.55 0.09 0.14
O 0.03 0.31 0.04
N -0.26 -0.66 -0.10
C -0.40 0.14 -0.01
C 0.09 0.17 -0.12
C 0.21 -0.19 0.18
C 0.07 -0.22 -0.02
C -0.19 0.02 0.01
C -0.38 0.59 0.17
N 0.09 -0.20 0.18
N 0.15 0.00 -0.09
C -0.13 -0.34 -0.35
C 0.02 -0.14 0.09
C 0.16 0.14 -0.13
C -0.03 0.31 0.06
C 0.04 0.18 0.06
O -0.04 -0.32 0.18
N -0.11 0.03 0.46
C 0.10 -0.35 -0.49
O -0.05 0.19 0.20
C -0.04 -0.31 -0.03
C -0.10 0.19 0.36
H -0.02 0.01 0.05
H -0.01 -0.03 -0.04
H 0.09 -0.01 0.02
H 0.01 0.09 -0.05
H 0.09 0.00 0.01
H 0.03 -0.08 0.04
H -0.09 -0.07 -0.02
H -0.11 -0.07 0.01
H 0.01 0.09 -0.04
H 0.02 0.04 -0.06
H -0.07 0.00 -0.03
H 0.02 0.00 0.01
H -0.12 -0.07 -0.03
H 0.02 0.05 -0.01
H -0.07 -0.13 -0.05
H 0.01 -0.01 -0.03
H -0.06 -0.07 -0.13
H -0.02 0.14 -0.10
H -0.12 0.02 0.01
H -0.11 0.04 0.08
H 0.04 0.07 0.08
H 0.00 0.17 -0.08
H -0.02 0.03 0.01
H 0.00 0.00 0.01
H 0.08 0.14 -0.17
H 0.01 0.00 0.07
H 0.02 -0.05 0.04
H -0.11 -0.02 -0.05
H -0.11 0.06 0.09
H -0.01 -0.11 0.11
H -0.05 -0.07 -0.08
H 0.03 -0.15 0.08
H 0.12 -0.05 -0.09
H 0.04 0.00 -0.19
H 0.01 0.02 0.04
H -0.02 -0.01 0.03
H -0.04 -0.04 -0.06
H -0.02 -0.02 0.08

No. 3
The following is a quantum chemistry calculation of BH3O as an isolated structure at a distorted geometry, from OMol25.

Values from the calculation:
total charge = 0
HOMO-LUMO gap = 10.87 eV
DFT total energy = -101.87474 Eh
highest occupied orbital energy = -10.34 eV
ΔE to the lowest compared entry with this formula, charge and spin = 12.1 kcal/mol
2S+1 = 1
LUMO energy = 0.53 eV

Last column: natural (NBO) charge in e.
Geometry (Å):
1 B -0.301925 0.062380 0.024637  0.6115
2 O 1.019844 0.097719 0.034570  -0.8419
3 H -1.154493 -0.745166 0.027081  -0.1026
4 H -0.804856 1.419937 0.042240  -0.1547
5 H 1.241428 -0.834870 -0.128529  0.4876

Force components x, y, z for each atom (eV/Å):
B -2.68 5.57 0.30
O 0.47 -1.95 -0.46
H 0.39 -0.94 -0.12
H 0.85 -2.88 0.03
H 0.97 0.20 0.25

No. 4
The following is a quantum chemistry calculation of C5H11N3O as an isolated structure at a distorted geometry, from OMol25.

Values from the calculation:
total charge = 0
HOMO-LUMO gap = 8.45 eV
DFT total energy = -436.45186 Eh
highest occupied orbital energy = -7.50 eV
ΔE to the lowest compared entry with this formula, charge and spin = 122.5 kcal/mol
2S+1 = 1
LUMO energy = 0.95 eV

Last column: natural (NBO) charge in e.
Geometry (Å):
1 C 2.147743 1.386107 1.032066  -0.6347
2 C 0.059128 0.211096 0.227223  -0.0165
3 C -0.636900 -0.027438 -0.872154  0.4795
4 C 1.538073 0.297577 0.188146  -0.0027
5 N -3.042326 -1.174108 0.325573  -0.5397
6 N -0.586834 0.562509 1.431680  -0.8081
7 N -0.660369 -0.376173 -2.150769  -0.8454
8 C 2.280481 -0.491608 -0.590500  -0.3845
9 O -2.379721 -0.538663 -0.751166  -0.5837
10 H -4.034685 -0.978896 0.205196  0.3417
11 H -2.915242 -2.180206 0.215983  0.3305
12 H -1.565838 0.297613 1.396080  0.4030
13 H -0.132592 0.145829 2.235118  0.3656
14 H -1.698462 -0.795724 -2.155065  0.4530
15 H -0.470636 0.402816 -2.775786  0.3827
16 H 3.220173 1.457877 0.855997  0.2156
17 H 1.676363 2.345706 0.813738  0.2262
18 H 1.997001 1.194934 2.096061  0.2138
19 H 1.844580 -1.273835 -1.192987  0.2081
20 H 3.360063 -0.465414 -0.534431  0.1956

Force components x, y, z for each atom (eV/Å):
C 0.01 -0.13 0.15
C -0.42 0.09 -0.35
C -2.08 -1.29 1.61
C 0.34 0.18 -0.37
N 0.46 0.18 0.27
N 0.03 0.07 0.02
N -0.75 -0.31 -1.13
C -0.14 -0.23 0.56
O 0.77 0.48 0.47
H 0.21 0.11 -0.06
H 0.02 0.18 -0.08
H 0.06 -0.06 0.14
H -0.12 -0.03 -0.06
H 2.04 0.69 -0.74
H -0.31 -0.19 -0.14
H -0.03 -0.01 -0.04
H 0.02 -0.01 0.01
H -0.02 0.05 0.02
H -0.12 -0.01 -0.10
H 0.05 0.24 -0.17

No. 5
The following is a quantum chemistry calculation of one molecule with the formula C4H9NOS at a distorted geometry, from OMol25.

Values from the calculation:
structure (SMILES) = CNC(=O)CCS
total charge = 0
HOMO-LUMO gap = 9.79 eV
DFT total energy = -686.00075 Eh
highest occupied orbital energy = -9.05 eV
ΔE to the lowest compared entry with this formula, charge and spin = 11.4 kcal/mol
2S+1 = 1
LUMO energy = 0.73 eV

Last column: natural (NBO) charge in e.
Geometry (Å):
1 C 2.741844 0.224110 1.232586  -0.4173
2 N 2.329922 0.654980 -0.098476  -0.6176
3 C 1.102010 0.515645 -0.667587  0.6835
4 O 0.958320 0.577256 -1.872509  -0.6192
5 C -0.086953 0.352217 0.271508  -0.5150
6 C -1.072410 -0.657546 -0.269953  -0.5081
7 S -2.657828 -0.717782 0.616254  -0.0355
8 H 2.344272 0.909228 1.990282  0.1983
9 H 2.416988 -0.780365 1.484985  0.1958
10 H 3.817351 0.348451 1.273398  0.2167
11 H 3.050013 0.683572 -0.807143  0.3994
12 H -0.563803 1.342096 0.291603  0.2332
13 H 0.229711 0.131500 1.283241  0.2162
14 H -1.229781 -0.490751 -1.329594  0.2386
15 H -0.673176 -1.674315 -0.192750  0.2182
16 H -2.783137 0.603909 0.790838  0.1126

Force components x, y, z for each atom (eV/Å):
C -0.41 0.99 0.05
N 0.30 -0.30 -0.19
C -0.20 -0.08 0.27
O -0.06 0.03 -0.14
C 0.10 0.47 -0.22
C -0.05 -0.53 -0.14
S 0.13 0.03 0.10
H -0.02 -0.14 -0.06
H 0.22 -0.23 -0.07
H 0.15 -0.38 0.09
H 0.00 0.05 0.10
H 0.06 -0.11 0.05
H -0.07 -0.13 0.19
H -0.09 0.20 -0.06
H 0.00 0.11 0.09
H -0.06 0.03 -0.06

No. 6
The following is a quantum chemistry calculation of one molecule with the formula C22H26N4O6S, from OMol25.

Values from the calculation:
structure (SMILES) = COc1ccc(N(CC(=O)Nc2cc(OC)cc(OC)c2)S(=O)(=O)c2c(C)n[nH]c2C)cc1
total charge = 0
HOMO-LUMO gap = 8.87 eV
DFT total energy = -1922.56543 Eh
highest occupied orbital energy = -8.39 eV
ΔE to the lowest compared entry with this formula, charge and spin = 77.1 kcal/mol
2S+1 = 1
LUMO energy = 0.47 eV

Last column: natural (NBO) charge in e.
Geometry (Å):
1 C -7.649388 -1.605579 -0.797598  -0.2530
2 O -6.530687 -1.953393 -0.017630  -0.4900
3 C -5.386480 -1.231356 -0.162329  0.3132
4 C -5.211955 -0.182217 -1.057716  -0.3050
5 C -4.000162 0.485091 -1.119378  -0.2181
6 C -2.941958 0.105728 -0.308040  0.1646
7 N -1.681328 0.756474 -0.328345  -0.7139
8 C -1.185871 1.269772 -1.588913  -0.3483
9 C 0.326331 1.041117 -1.696890  0.6941
10 O 1.046994 1.777399 -2.329377  -0.5984
11 N 0.705621 -0.086705 -1.045686  -0.6423
12 C 1.988275 -0.563148 -0.766196  0.2779
13 C 3.128570 0.152090 -1.074515  -0.3497
14 C 4.380994 -0.366551 -0.732726  0.3520
15 O 5.442410 0.408684 -1.065447  -0.4848
16 C 6.738522 -0.061175 -0.783157  -0.2525
17 C 4.474477 -1.589615 -0.088127  -0.4167
18 C 3.316928 -2.310692 0.213095  0.4251
19 O 3.525320 -3.498673 0.846219  -0.5091
20 C 2.413900 -4.306360 1.149365  -0.2529
21 C 2.073543 -1.800464 -0.119519  -0.4408
22 S -1.569241 1.941073 0.905441  2.3357
23 O -2.051563 1.327227 2.106890  -0.9357
24 O -2.206612 3.144382 0.454971  -0.9339
25 C 0.166991 2.187226 1.036870  -0.5321
26 C 0.974672 3.214068 0.483927  0.2010
27 C 0.556490 4.323951 -0.403232  -0.6695
28 N 2.224678 3.039588 0.858543  -0.2679
29 N 2.246182 1.945904 1.625750  -0.3188
30 C 1.029458 1.389117 1.772113  0.2410
31 C 0.775735 0.178929 2.586864  -0.6775
32 C -3.117423 -0.940602 0.593069  -0.2005
33 C -4.324551 -1.598584 0.667006  -0.2396
34 H -7.446493 -1.722649 -1.867167  0.1759
35 H -7.975019 -0.579814 -0.598592  0.1784
36 H -8.438232 -2.296422 -0.504311  0.2024
37 H -6.013433 0.138429 -1.704098  0.2227
38 H -3.888919 1.315508 -1.799762  0.2205
39 H -1.663717 0.741113 -2.418955  0.2457
40 H -1.386812 2.341541 -1.696654  0.2423
41 H -0.056526 -0.579453 -0.592976  0.4159
42 H 3.071607 1.104096 -1.571415  0.2674
43 H 6.893593 -0.195226 0.292321  0.1744
44 H 7.415906 0.707593 -1.150973  0.2028
45 H 6.945400 -1.003876 -1.299180  0.1785
46 H 5.416760 -2.028600 0.191907  0.2298
47 H 1.861272 -4.585485 0.246859  0.1783
48 H 1.735909 -3.813032 1.853896  0.1725
49 H 2.820290 -5.203397 1.613543  0.2026
50 H 1.165169 -2.342248 0.094015  0.2156
51 H 0.712339 4.025728 -1.440419  0.2505
52 H 1.166901 5.200977 -0.207610  0.2340
53 H -0.495015 4.547880 -0.246846  0.2442
54 H 3.122641 1.621303 2.003362  0.4166
55 H 1.260748 0.267807 3.557674  0.2309
56 H 1.173679 -0.705129 2.088109  0.2345
57 H -0.296007 0.073337 2.731627  0.2629
58 H -2.304774 -1.215993 1.245812  0.2218
59 H -4.476112 -2.406682 1.364542  0.2256

Force components x, y, z for each atom (eV/Å):
C -0.19 0.05 -0.14
O 0.36 0.00 0.16
C 0.11 0.03 0.02
C -0.34 -0.16 -0.02
C 0.30 0.01 0.16
C -0.62 -0.38 -0.01
N 0.03 0.62 0.73
C 0.33 0.30 -0.31
C -0.23 -0.08 -0.13
O 0.07 0.11 -0.17
N -0.10 -0.53 0.05
C 0.50 0.12 -0.15
C 0.05 0.17 -0.13
C -0.30 -0.22 0.13
O -0.33 0.06 -0.06
C 0.22 -0.09 0.05
C 0.29 -0.04 0.04
C -0.08 0.21 -0.05
O 0.21 0.28 -0.14
C -0.18 -0.12 0.04
C -0.01 -0.36 0.11
S 0.56 -0.01 0.25
O 0.02 -0.14 -0.10
O 0.15 0.01 -0.15
C -0.51 -0.11 0.09
C 0.04 -0.09 0.13
C 0.11 0.11 -0.13
N 0.30 0.74 -0.44
N -0.83 -0.37 0.16
C 0.16 -0.07 0.15
C 0.03 -0.11 0.06
C -0.23 -0.04 -0.16
C -0.13 -0.02 -0.04
H 0.00 0.02 0.04
H 0.02 -0.03 -0.01
H 0.03 0.08 -0.06
H -0.09 -0.01 -0.04
H 0.01 0.10 -0.07
H 0.02 0.04 0.14
H 0.09 -0.13 -0.18
H 0.20 0.19 -0.01
H -0.02 0.09 -0.04
H -0.02 -0.01 -0.04
H -0.01 -0.08 0.04
H -0.02 0.03 0.03
H 0.15 -0.03 0.01
H 0.01 0.03 0.03
H 0.01 0.00 -0.04
H -0.08 0.04 -0.02
H -0.08 -0.10 0.04
H -0.05 0.04 -0.06
H 0.00 0.09 0.01
H 0.04 0.12 -0.05
H -0.12 0.00 -0.05
H -0.01 -0.04 0.08
H 0.00 -0.06 0.00
H 0.07 -0.10 0.09
H 0.10 -0.05 0.06
H -0.01 -0.10 0.09